(1)
Computed, not measured: a structure of composition C6H9IO2P, with the ωB97M-V functional and the def2-TZVPD basis.

Atoms and positions in Å:
C1 -0.008 3.096 0.169
C2 -1.176 2.599 0.390
C3 -1.764 1.338 -0.212
C4 -1.309 0.063 0.655
C5 -0.105 -0.655 0.696
C6 1.636 -3.061 -1.113
O1 2.448 -1.102 0.578
O2 0.851 -1.918 -1.381
P1 1.444 -0.559 -0.354
I1 -0.117 -2.010 2.294
H1 0.358 3.955 0.767
H2 0.751 2.918 -0.607
H3 -1.737 2.997 1.269
H4 -2.992 1.448 -0.167
H5 -1.519 1.243 -1.321
H6 -2.056 -0.202 1.370
H7 2.080 -3.332 -2.059
H8 0.877 -3.850 -0.615
H9 2.337 -2.969 -0.358

Calculated values
Calculated total energy ... -1023.52790 hartree
Frontier orbital gap ... 6.457 eV
Lowest unoccupied orbital energy ... 3.0 eV
Energy above the lowest of the compared OMol25 structures with the same formula, charge and spin ... 0.100 eV
Charge ... -1
Strongest force on any atom ... 0.0867 Eh/bohr



(2)
Computed, not measured: an isolated molecule of C3H3Cl3IN3, with the ωB97M-V functional and the def2-TZVPD basis.

Atoms and positions in Å:
C1 -1.639 0.106 0.533
C2 0.327 -0.156 -0.663
C3 1.699 -0.331 0.014
N1 -1.429 -1.240 0.080
N2 -0.402 -1.359 -0.505
N3 -0.494 0.858 0.193
Cl1 1.472 -1.066 1.604
Cl2 2.743 -1.190 -1.087
Cl3 2.344 1.276 0.319
I1 -0.852 2.730 -0.623
H1 -2.704 0.416 0.252
H2 -1.701 -0.092 1.593
H3 0.636 0.047 -1.710

Calculated values
Calculated total energy ... -1958.55824 hartree
Frontier orbital gap ... 8.781 eV
Lowest unoccupied orbital energy ... -0.7 eV
Energy above the lowest of the compared OMol25 structures with the same formula, charge and spin ... 0.000 eV
Strongest force on any atom ... 0.0762 Eh/bohr



(3)
Computed, not measured: a cluster of 2 separate species, C7H17NO2 in total, with the ωB97M-V functional and the def2-TZVPD basis.

Atoms and positions in Å:
C1 -1.880 3.355 -0.717
C2 -0.663 2.531 -0.308
C3 -0.851 1.042 -0.591
C4 0.316 0.109 -0.206
C5 1.594 0.476 -0.961
C6 0.566 0.125 1.304
N1 -0.037 -1.283 -0.580
C7 1.142 -4.624 0.834
O1 2.339 -4.448 0.717
H1 -2.779 3.029 -0.172
H2 -1.727 4.423 -0.503
H3 -2.084 3.252 -1.793
H4 0.223 2.904 -0.843
H5 -0.468 2.688 0.764
H6 -1.754 0.691 -0.062
H7 -1.051 0.907 -1.667
H8 2.037 1.395 -0.556
H9 2.338 -0.328 -0.871
H10 1.386 0.640 -2.029
H11 -0.376 -0.005 1.858
H12 1.251 -0.685 1.590
H13 1.021 1.073 1.617
H14 -1.007 -1.331 -0.887
H15 0.544 -5.117 0.039
H16 0.014 -1.900 0.249
O2 0.454 -4.289 1.909
H17 -0.550 -4.629 1.864

Calculated values
Calculated total energy ... -482.14115 hartree
Frontier orbital gap ... 9.463 eV
Lowest unoccupied orbital energy ... 0.2 eV
Energy above the lowest of the compared OMol25 structures with the same formula, charge and spin ... 1.012 eV
Strongest force on any atom ... 0.0728 Eh/bohr



(4)
Computed, not measured: a structure of composition C47H62AlBF8N11O5, with the ωB97M-V functional and the def2-TZVPD basis.

Atoms and positions in Å:
C1 2.966 -5.164 1.371
O1 1.901 -4.222 1.494
B1 1.734 -3.299 0.479
O2 2.928 -2.818 -0.086
Al1 -0.228 -2.599 -0.025
C2 -0.322 -1.513 -1.729
C3 -1.457 -1.889 -2.698
O3 -2.580 -1.007 -2.559
C4 -3.354 -1.205 -1.412
C5 -4.572 -2.068 -1.722
F1 -4.194 -3.352 -1.980
F2 -5.204 -1.615 -2.853
C6 -5.669 -2.096 -0.606
F3 -5.531 -0.995 0.176
F4 -6.900 -2.033 -1.170
C7 -5.639 -3.329 0.333
F5 -6.363 -2.989 1.437
F6 -4.382 -3.540 0.727
C8 -6.300 -4.634 -0.211
F7 -5.499 -5.686 0.076
F8 -6.486 -4.592 -1.551
C9 -0.956 -1.480 1.536
C10 -0.771 -0.033 1.302
C11 0.662 0.428 1.115
N1 -1.691 0.870 1.225
O4 -1.421 -4.001 -0.259
N2 -1.255 -5.017 0.581
O5 -1.567 -6.068 0.111
H1 3.918 -4.732 1.697
H2 2.726 -6.009 2.018
H3 3.068 -5.514 0.340
H4 2.678 -2.520 -0.969
H5 -0.360 -0.432 -1.549
H6 0.625 -1.687 -2.266
H7 -1.147 -1.787 -3.744
H8 -1.760 -2.933 -2.565
H9 -2.803 -1.691 -0.598
H10 -3.683 -0.232 -1.039
H11 -7.254 -4.790 0.300
H12 -0.421 -1.794 2.440
H13 -2.017 -1.729 1.676
H14 0.810 1.370 1.648
H15 0.887 0.609 0.060
H16 1.385 -0.308 1.477
H17 -2.602 0.435 1.380
N3 -7.684 -1.831 -4.664
C12 -9.003 -1.833 -4.311
C13 -9.747 -1.855 -5.463
C14 -8.833 -1.869 -6.553
C15 -7.569 -1.854 -6.023
H18 -6.915 -1.812 -4.016
H19 -9.298 -1.821 -3.275
H20 -10.823 -1.864 -5.518
H21 -9.076 -1.888 -7.603
H22 -6.603 -1.859 -6.497
N4 2.239 2.135 5.786
C16 2.246 3.400 5.264
C17 1.211 3.489 4.371
C18 0.555 2.227 4.354
C19 1.213 1.415 5.239
H23 2.892 1.786 6.462
H24 2.982 4.125 5.569
H25 0.954 4.360 3.790
H26 -0.297 1.947 3.753
H27 1.039 0.390 5.519
N5 6.222 -0.256 -1.158
C20 5.537 -1.086 -0.310
C21 6.227 -1.129 0.872
C22 7.370 -0.294 0.733
C23 7.334 0.239 -0.528
H28 5.945 -0.044 -2.097
H29 4.626 -1.570 -0.608
H30 5.939 -1.697 1.740
H31 8.125 -0.099 1.476
H32 8.007 0.918 -1.022
N6 6.786 3.201 -4.380
C24 7.697 3.880 -5.144
C25 8.907 3.824 -4.500
C26 8.716 3.080 -3.304
C27 7.398 2.712 -3.258
H33 5.815 3.085 -4.605
H34 7.411 4.343 -6.072
H35 9.824 4.272 -4.843
H36 9.461 2.848 -2.561
H37 6.845 2.154 -2.523
N7 7.890 6.387 -2.542
C28 8.527 6.116 -1.364
C29 8.747 7.305 -0.720
C30 8.221 8.336 -1.545
C31 7.699 7.735 -2.660
H38 7.619 5.695 -3.219
H39 8.766 5.104 -1.087
H40 9.231 7.423 0.236
H41 8.225 9.394 -1.343
H42 7.208 8.152 -3.523
N8 -1.848 4.001 6.398
C32 -3.169 3.862 6.711
C33 -3.476 4.794 7.669
C34 -2.286 5.525 7.940
C35 -1.301 5.009 7.137
H43 -1.347 3.443 5.726
H44 -3.778 3.117 6.229
H45 -4.442 4.937 8.122
H46 -2.168 6.334 8.641
H47 -0.263 5.272 7.028
N9 -10.596 0.632 -1.593
C36 -11.255 0.443 -0.408
C37 -10.330 0.056 0.526
C38 -9.065 0.013 -0.122
C39 -9.263 0.374 -1.427
H48 -11.024 0.914 -2.455
H49 -12.317 0.597 -0.332
H50 -10.537 -0.174 1.558
H51 -8.121 -0.253 0.321
H52 -8.572 0.467 -2.248
N10 -1.615 -10.436 -2.009
C40 -1.437 -10.166 -3.340
C41 -1.235 -8.817 -3.466
C42 -1.292 -8.249 -2.162
C43 -1.527 -9.274 -1.287
H53 -1.787 -11.344 -1.621
H54 -1.471 -10.951 -4.076
H55 -1.066 -8.292 -4.391
H56 -1.181 -7.214 -1.894
H57 -1.639 -9.269 -0.217
N11 5.541 4.334 2.084
C44 5.316 4.109 3.413
C45 6.282 4.777 4.118
C46 7.119 5.434 3.173
C47 6.634 5.140 1.926
H58 4.985 3.959 1.338
H59 4.495 3.495 3.737
H60 6.380 4.795 5.191
H61 7.978 6.049 3.384
H62 6.973 5.433 0.947

Calculated values
Calculated total energy ... -3872.90964 hartree
Frontier orbital gap ... 7.224 eV
Lowest unoccupied orbital energy ... 1.7 eV
Charge ... -1
Strongest force on any atom ... 0.0173 Eh/bohr